No. 1
The following is a quantum chemistry calculation of a 2-piece molecular cluster, C3H2FO2 overall, from the OMol25 dataset.

ORCA input file:
```
! wB97M-V def2-TZVPD RIJCOSX def2/J DEFGRID3
* xyz -1 1
F -0.015 1.401 -3.577
O 1.647 1.861 -1.851
O 0.429 3.721 -1.247
C 0.673 2.654 -1.658
C -0.213 0.361 0.808
C 0.239 1.372 -2.221
H -0.346 -0.706 0.960
H 0.806 0.534 0.617
*
```

For the HOMO-LUMO gap (alpha / beta), the calculation gives 6.40 / 6.35 eV. The relative energy (zero: lowest compared OMol25 entry of this formula, charge and spin) is 165.7 kcal per mole. As for the LUMO energy (alpha / beta): 0.1203 / 0.1199 Ha. The value obtained for the highest occupied orbital energy (alpha / beta) is -3.13 / -3.09 eV.

Atom charges from the Löwdin analysis, given in e for atoms 1 to 6:
1 F -0.09
2 O 0.04
3 O 0.07
4 C -0.68
5 C 0.13
6 C -0.20

=====

No. 2
The following is a quantum chemistry calculation of the molecule C5H9O7, from the OMol25 dataset.

ORCA input file:
```
! wB97M-V def2-TZVPD RIJCOSX def2/J DEFGRID3
* xyz 0 2
O 0.386 -1.968 -0.215
O -1.962 -0.386 0.934
O 0.694 -0.438 2.808
O -2.008 -1.174 2.171
O 1.640 1.236 -1.880
O 2.476 2.424 -2.117
O 0.650 -0.780 -1.000
C 0.247 -0.547 1.719
C 0.951 1.484 -0.662
C -0.079 0.369 -0.500
C -0.678 0.221 0.894
C -1.250 0.623 -1.458
H -1.875 -0.280 -1.496
H -1.842 1.474 -1.087
H 1.701 1.461 0.133
H -0.801 1.168 1.426
H 2.898 2.259 -2.973
H 0.496 2.478 -0.681
H 0.531 -1.645 0.691
H -2.729 -1.811 1.920
H -0.839 0.842 -2.455
*
```

As for the expectation value of S²: 0.753. For the HOMO-LUMO gap (alpha / beta), the calculation gives 8.62 / 9.24 eV. The relative energy (zero: lowest compared OMol25 entry of this formula, charge and spin) is 67.8 kcal per mole. As for the LUMO energy (alpha / beta): 0.0087 / -0.0192 Ha. The value obtained for the highest occupied orbital energy (alpha / beta) is -8.39 / -9.77 eV.

Atom charges from the Löwdin analysis, given in e for atoms 1 to 6:
1 O 0.01
2 O -0.07
3 O 0.19
4 O 0.01
5 O -0.12
6 O -0.01

=====

No. 3
The following is a quantum chemistry calculation of C20H15BCo2NO6 as an isolated structure, from the OMol25 dataset.

ORCA input file:
```
! wB97M-V def2-TZVPD RIJCOSX def2/J DEFGRID3
* xyz -1 1
Co 0.233 5.777 7.528
Co -1.888 3.939 7.395
O 0.129 2.189 8.651
O -0.142 7.336 9.954
O 2.628 4.171 7.928
O 1.407 7.651 5.657
O -2.883 5.164 9.895
O -4.043 1.989 6.960
N -0.351 -0.107 3.026
C -2.487 4.704 8.905
C 0.964 6.909 6.435
C -2.497 7.667 6.903
C 1.638 4.765 7.791
C -1.068 -2.513 4.255
C -0.138 -1.296 2.391
C -0.920 -0.113 4.257
C -1.274 -1.290 4.895
C -1.507 5.401 6.422
C -2.872 8.051 4.157
C -1.296 4.191 5.733
C -2.875 8.921 6.417
C -3.200 2.766 7.120
C -2.200 6.619 6.003
C -0.782 3.638 4.621
C -2.506 6.794 4.638
C -0.033 6.695 8.997
C -0.575 2.942 8.121
C -3.035 9.126 5.040
C -0.493 -2.506 2.981
B 0.061 1.280 2.359
H -1.711 -1.209 5.885
H -3.052 9.732 7.127
H 0.321 -1.244 1.396
H -0.298 2.273 3.069
H -3.333 10.107 4.662
H -1.087 0.863 4.717
H -0.312 -3.424 2.426
H -0.626 4.242 3.724
H -3.037 8.170 3.086
H -1.351 -3.443 4.736
H -0.471 1.356 1.278
H -2.385 5.941 3.967
H -0.453 2.608 4.730
H 1.264 1.303 2.230
H -2.381 7.495 7.977
*
```

For the HOMO-LUMO gap, the calculation gives 5.91 eV. The relative energy (zero: lowest compared OMol25 entry of this formula, charge and spin) is 0.0 kcal per mole. As for the LUMO energy: 0.0649 Ha. The value obtained for the highest occupied orbital energy is -4.14 eV.

Atom charges from the Löwdin analysis, given in e for atoms 1 to 6:
1 Co 0.08
2 Co 0.07
3 O 0.10
4 O 0.07
5 O 0.08
6 O 0.09

=====

No. 4
The following is a quantum chemistry calculation of C9H4F5NO3S5Tc as an isolated structure, from the OMol25 dataset.

ORCA input file:
```
! wB97M-V def2-TZVPD RIJCOSX def2/J DEFGRID3
* xyz 0 4
Tc 0.095 0.438 -0.359
S 2.450 -0.583 -1.368
S -0.123 1.758 1.524
S -1.656 1.291 -1.667
S 0.499 2.910 -0.053
S -1.222 3.269 -1.141
F -2.281 -3.095 0.323
F -0.605 -1.461 1.744
F -2.393 -0.504 0.935
F -1.989 -1.870 -1.439
F -0.305 -2.893 -0.525
O 2.381 -1.403 2.200
O 1.168 -0.731 -2.100
O 3.270 0.502 -1.807
N 1.916 -0.459 0.147
C 4.828 -3.847 -1.584
C 4.142 -3.361 0.689
C -1.174 -1.003 0.594
C 2.535 -1.357 1.013
C 4.854 -4.129 -0.221
C 4.088 -2.781 -2.079
C 3.387 -2.309 0.204
C 3.367 -2.049 -1.159
C -1.449 -2.242 -0.267
H 5.398 -4.463 -2.266
H 4.074 -2.541 -3.133
H 5.448 -4.962 0.130
H 4.160 -3.566 1.751
*
```

As for the expectation value of S²: 3.785. For the HOMO-LUMO gap (alpha / beta), the calculation gives 7.48 / 7.03 eV. The relative energy (zero: lowest compared OMol25 entry of this formula, charge and spin) is 5.8 kcal per mole. As for the LUMO energy (alpha / beta): -0.0471 / -0.0766 Ha. The value obtained for the highest occupied orbital energy (alpha / beta) is -8.77 / -9.11 eV.

Atom charges from the Löwdin analysis, given in e for atoms 1 to 6:
1 Tc 0.87
2 S 0.63
3 S 0.19
4 S 0.10
5 S 0.00
6 S 0.02

=====

No. 5
The following is a quantum chemistry calculation of C7H19InNO2 as an isolated structure, from the OMol25 dataset.

ORCA input file:
```
! wB97M-V def2-TZVPD RIJCOSX def2/J DEFGRID3
* xyz -1 1
In -1.044 -4.323 -1.051
O 2.106 -3.460 -1.068
O 2.863 -5.417 -0.746
N 2.210 -4.582 -0.242
C 0.953 0.882 0.261
C -0.805 3.391 0.844
C 1.310 1.066 -1.210
C 0.737 -2.940 -1.151
C -0.552 0.845 0.521
C -0.939 3.344 2.363
C -1.303 2.124 0.149
H 0.887 0.258 -1.810
H 1.419 1.675 0.856
H -0.350 2.532 2.793
H 0.239 3.578 0.575
H 0.727 -2.464 -2.133
H 0.645 -2.134 -0.412
H -1.981 3.195 2.656
H -1.255 2.274 -0.934
H -0.987 0.012 -0.038
H 0.937 2.015 -1.602
H -0.710 -5.708 -0.008
H -0.724 0.614 1.576
H 2.392 1.053 -1.354
H -0.594 4.275 2.817
H 1.385 -0.058 0.612
H -2.363 1.985 0.384
H -1.374 4.244 0.464
H -2.429 -3.423 -0.405
H -1.400 -4.853 -2.707
*
```

For the HOMO-LUMO gap, the calculation gives 7.77 eV. As for the LUMO energy: 0.1070 Ha. The value obtained for the highest occupied orbital energy is -4.86 eV.

Atom charges from the Löwdin analysis, given in e for atoms 1 to 6:
1 In 0.17
2 O -0.24
3 O 0.01
4 N -0.09
5 C -0.27
6 C -0.28

=====

No. 6
The following is a quantum chemistry calculation of C6H18Co3FN6O20P2 as an isolated structure, from the OMol25 dataset.

ORCA input file:
```
! wB97M-V def2-TZVPD RIJCOSX def2/J DEFGRID3
* xyz -2 11
Co 1.693 0.607 -1.839
Co 0.516 -2.409 -1.505
Co -1.830 -0.639 -0.553
P 2.027 -1.279 -3.563
P 0.519 -0.183 0.428
F -1.530 -2.516 -1.290
O -0.891 0.348 0.811
O 3.592 -1.109 4.011
O 0.608 2.561 -1.738
O -3.577 0.702 -4.147
O 1.489 -0.780 4.188
O 2.339 -1.389 -2.059
O 1.750 0.710 0.079
O -1.470 3.123 -1.499
O -3.670 0.743 -0.472
O 0.597 -1.686 0.307
O -4.146 -1.424 3.107
O 0.018 -0.240 -1.109
O -5.166 2.350 -0.430
O -2.899 -1.483 1.297
O -2.478 -0.246 -2.551
O 0.634 -1.870 -3.336
O 4.459 -2.239 -0.436
O 2.191 0.279 -3.607
O 6.015 -1.986 1.118
O 3.189 -2.195 -4.040
N -2.526 0.368 -3.622
N 2.425 -1.465 3.875
N -0.279 3.349 -1.449
N -3.084 -1.424 2.512
N -4.377 1.590 0.060
N 4.948 -1.670 0.577
C -4.173 1.758 1.495
C -1.869 -1.255 3.364
C 2.161 -2.796 3.244
C 0.224 4.654 -0.926
C 4.300 -0.456 1.031
C -1.216 0.730 -4.359
H 1.724 -2.710 2.249
H 0.855 5.018 -1.736
H -0.774 1.318 -3.554
H 5.007 0.140 1.608
H -2.108 -1.627 4.360
H -1.750 -0.181 3.507
H -1.056 -1.844 2.941
H -0.660 5.218 -0.628
H -4.658 0.851 1.855
H 0.957 4.411 -0.156
H -4.862 2.561 1.758
H 1.537 -3.416 3.888
H 3.342 -0.608 1.527
H 4.148 0.100 0.106
H 3.171 -3.202 3.304
H -3.147 1.749 1.861
H -0.718 -0.203 -4.621
H -1.516 1.292 -5.244
*
```

As for the expectation value of S²: 30.028. For the HOMO-LUMO gap (alpha / beta), the calculation gives 3.06 / 5.71 eV. The relative energy (zero: lowest compared OMol25 entry of this formula, charge and spin) is 0.0 kcal per mole. As for the LUMO energy (alpha / beta): 0.1385 / 0.1382 Ha. The value obtained for the highest occupied orbital energy (alpha / beta) is 0.71 / -1.95 eV.

Atom charges from the Löwdin analysis, given in e for atoms 1 to 6:
1 Co 0.69
2 Co 0.83
3 Co 0.75
4 P 0.04
5 P 0.24
6 F -0.46

=====

| no. | DFT total energy (Ha) |
| --- | --- |
| 1 | -365.646011 |
| 2 | -722.182304 |
| 3 | -4067.658788 |
| 4 | -3196.930995 |
| 5 | -673.324382 |
| 6 | -7003.283048 |